# 1
59
Properties=species:S:1:pos:R:3:forces:R:3:mulliken_spin:R:1 method="wB97M-V/def2-TZVPD" e_tot_ha=-5084.35624 homo_energy_ev="-16.644 / -17.221" orbital_gap_ev="7.292 / 5.757" total_charge=+3 relative_energy_ev=0.273 multiplicity=5
Ir -0.4124 -0.2242 -0.2267 -0.283 0.185 -0.499 2.515
O 2.3863 7.5365 1.8200 -0.022 -0.038 -0.014 0.000
C 1.7205 6.6308 1.8570 0.321 0.069 -0.277 0.000
O 0.9650 5.7049 1.9687 -0.432 0.290 0.582 0.000
C 0.6665 4.4019 1.4062 -0.140 -1.147 -0.585 -0.001
C 1.2720 3.9625 0.2549 0.101 0.316 0.052 -0.006
C 0.8840 2.6945 -0.1926 -0.127 0.096 0.219 0.003
N -0.0137 1.9681 0.4794 0.175 -0.081 0.220 0.062
C -0.6133 2.4334 1.5770 0.238 0.249 -0.213 0.015
C -0.2851 3.6884 2.0938 0.023 0.313 0.140 -0.013
C -1.6756 1.5876 2.1505 -0.385 -0.178 0.338 0.025
C -2.4103 1.9750 3.2649 0.126 0.002 -0.131 0.001
C -3.4550 1.1782 3.7082 0.005 -0.101 -0.062 -0.001
C -3.7386 0.0191 3.0115 0.047 0.119 0.036 0.000
C -2.9489 -0.3065 1.9172 -0.146 -0.047 0.124 -0.026
N -1.9352 0.4412 1.4952 0.198 0.184 -0.045 0.068
C 1.3598 2.1031 -1.4519 0.283 -0.059 -0.479 0.016
C 2.3450 2.6667 -2.2467 -0.167 -0.006 0.267 -0.001
C 2.6630 2.0695 -3.4616 -0.034 -0.123 -0.115 0.004
C 1.9470 0.9610 -3.8660 0.025 0.179 0.152 0.002
C 0.9739 0.4464 -3.0126 -0.001 -0.084 -0.418 -0.007
N 0.7150 0.9791 -1.8258 -0.150 -0.197 0.515 0.074
H 1.9757 4.5658 -0.3003 0.021 -0.009 -0.007 0.001
H -0.7690 4.0997 2.9659 0.034 0.007 0.029 0.000
H -2.1926 2.8897 3.7947 0.025 0.025 -0.004 0.001
H -4.0366 1.4636 4.5736 -0.006 0.021 0.009 0.000
H -4.5559 -0.6221 3.3081 0.000 -0.049 -0.038 0.000
H -3.1501 -1.2075 1.3612 0.022 -0.029 -0.007 0.008
H 2.8752 3.5552 -1.9365 0.019 0.021 0.009 0.001
H 3.4482 2.4782 -4.0820 0.002 0.032 -0.013 0.000
H 2.1332 0.4787 -4.8139 -0.016 -0.028 -0.026 0.001
H 0.4047 -0.4228 -3.3078 0.071 0.096 0.107 0.015
C 2.9851 -0.3736 1.3626 0.208 0.074 0.000 -0.021
C 2.1561 -1.5936 1.3258 -0.125 -0.231 0.086 0.128
N 0.9021 -1.6452 0.9966 -0.006 0.197 -0.128 0.040
C 0.4079 -2.9343 1.0396 -0.222 -0.037 -0.083 0.090
C 1.3426 -3.8744 1.4654 0.268 -0.125 0.093 0.216
S 2.8306 -3.1584 1.7541 -0.248 0.032 -0.044 0.074
C -0.8747 -3.2081 0.5167 0.265 -0.064 0.012 0.095
C -1.5045 -4.4519 0.4208 -0.074 -0.090 -0.051 0.237
S -2.9029 -4.3537 -0.4947 0.234 0.303 0.020 0.084
C -2.6164 -2.6275 -0.7396 0.073 -0.369 0.128 0.110
N -1.5613 -2.1971 -0.1160 0.133 0.276 -0.109 0.064
C -3.4880 -1.8147 -1.6020 -0.149 0.017 -0.243 0.006
H 2.3874 0.4944 1.0950 -0.037 -0.018 0.004 0.022
H 3.8222 -0.4654 0.6676 -0.019 -0.009 -0.057 0.010
H 3.4175 -0.2381 2.3558 -0.035 0.026 0.020 0.009
H 1.2056 -4.9403 1.5553 -0.008 -0.048 0.011 -0.002
H -1.1664 -5.3865 0.8412 -0.001 -0.043 -0.009 -0.001
H -4.5358 -1.8751 -1.2998 0.031 0.023 0.068 0.008
H -3.4405 -2.2088 -2.6218 0.043 0.034 -0.007 0.012
H -3.1524 -0.7790 -1.6115 -0.044 -0.003 0.034 0.002
F 0.5533 -1.8470 -1.6958 0.147 -0.418 -0.151 0.035
As 1.1030 -3.3296 -2.8597 -1.251 1.262 1.847 0.009
F 1.5247 -4.6337 -3.8039 0.200 -0.196 -0.253 0.000
F 1.6484 -4.0135 -1.3409 0.087 -0.072 -0.414 0.006
F 2.5535 -2.4288 -2.9649 0.066 -0.233 -0.285 0.002
F -0.4950 -3.9397 -2.4492 0.358 -0.049 -0.146 0.006
F 0.3559 -2.3723 -4.0801 0.275 -0.268 -0.209 0.002



# 2
9
Properties=species:S:1:pos:R:3:forces:R:3:mulliken_spin:R:1 method="wB97M-V/def2-TZVPD" e_tot_ha=-1699.68646 homo_energy_ev="-14.649 / -13.805" orbital_gap_ev="8.844 / 6.241" total_charge=+1 relative_energy_ev=1.725 multiplicity=4
C -0.4714 -0.1397 0.5095 -1.263 1.677 0.392 0.111
C 0.8480 0.5810 0.6985 -1.264 -1.214 -0.602 -0.032
C 0.5641 -0.9415 0.5864 1.742 0.650 0.201 0.367
H -1.4687 0.0131 0.9133 0.091 -0.344 -0.569 0.000
H 1.0049 1.0589 1.6792 0.164 -0.359 -0.441 0.038
H 1.1936 1.1547 -0.1767 0.235 -0.457 0.446 0.048
H 0.9629 -1.9318 0.7909 -0.165 0.261 -0.261 0.006
O -1.5125 0.3319 -1.6542 0.723 -0.515 -0.519 1.300
Ni -1.1209 -0.1264 -3.3469 -0.262 0.300 1.354 1.161



# 3
12
Properties=species:S:1:pos:R:3:forces:R:3:lowdin_charge:R:1 method="wB97M-V/def2-TZVPD" e_tot_ha=-173.52623 homo_energy_ev=-14.899 orbital_gap_ev=10.981 total_charge=+1 relative_energy_ev=1.538 smiles="C/C=C/[NH3+]"
C -2.0343 0.0921 -0.0198 3.140 -1.266 0.347 -0.019
C -0.4564 0.0622 -0.0928 1.876 0.272 1.187 -0.009
C 0.7621 0.5521 0.4593 -5.228 -1.607 -1.394 -0.072
N 1.9761 -0.1233 -0.0187 0.036 0.075 -1.105 0.149
H -2.3637 -0.9257 0.0949 0.451 -0.913 0.554 0.086
H -2.4949 0.5961 0.7454 -0.729 1.766 1.644 0.051
H -2.4878 0.2318 -0.9453 -0.317 1.248 -1.898 0.066
H -0.2603 -0.7668 -0.7626 0.244 -0.141 -0.458 0.087
H 0.8425 1.2895 1.2028 0.374 0.818 0.693 0.100
H 2.4915 -0.7403 0.6875 -0.205 1.688 -1.041 0.215
H 2.4983 0.5218 -0.7114 -0.018 -1.298 1.939 0.220
H 1.5271 -0.7894 -0.6391 0.376 -0.642 -0.468 0.128



# 4
8
Properties=species:S:1:pos:R:3:forces:R:3:lowdin_charge:R:1 method="wB97M-V/def2-TZVPD" e_tot_ha=-705.68378 homo_energy_ev=-11.375 orbital_gap_ev=11.726 relative_energy_ev=0.009 smiles="N#CCC(=O)Cl"
N -1.2185 0.4995 -1.2076 -0.751 2.437 -1.162 0.185
C -0.9353 -0.4838 -0.7381 1.314 -2.241 0.163 -0.291
C -0.6283 -1.7521 -0.1160 -0.688 -2.095 0.531 -0.164
C -1.1185 -1.5372 1.3067 0.575 0.353 -0.209 -0.849
O -2.0272 -2.0102 1.8645 -0.917 -0.766 0.352 0.105
Cl -0.1049 -0.3221 2.0552 0.421 0.451 0.683 0.716
H -1.2615 -2.5902 -0.5800 1.091 1.190 0.563 0.158
H 0.4472 -2.0651 0.0336 -1.046 0.670 -0.921 0.141